Formula: C45H120N5O20P5
Source: OMol25
Level of theory: ωB97M-V with the def2-TZVPD basis set

XYZ file:
```
195
Properties=species:S:1:pos:R:3:forces:R:3:lowdin_charge:R:1
C 3.674 -0.744 0.177 1.433 0.091 1.499 -0.07
O 4.253 -1.729 -0.665 -0.396 -0.849 1.210 -0.19
P 4.451 -1.441 -2.159 2.615 1.737 -2.710 0.29
O 5.231 -0.220 -2.502 -0.945 -0.385 0.592 -0.25
O 5.216 -2.729 -2.638 1.094 -0.825 0.029 -0.23
C 6.605 -3.055 -2.240 -1.096 0.255 0.514 -0.05
O 3.057 -1.519 -2.889 0.054 0.183 0.169 -0.22
C 2.715 -0.704 -4.044 0.479 -0.544 -0.541 -0.06
H 2.630 -0.877 0.164 -1.318 0.064 0.129 0.04
H 3.966 0.237 -0.187 -0.045 0.237 0.213 0.08
H 4.058 -0.926 1.229 -0.368 0.296 -1.289 0.12
H 7.371 -2.422 -2.672 -0.333 0.318 -0.619 0.08
H 6.726 -4.089 -2.559 0.117 0.141 0.183 0.08
H 6.739 -2.936 -1.152 -0.347 -0.305 -0.357 0.09
H 3.281 -1.024 -4.972 -0.765 0.131 1.179 0.12
H 2.846 0.371 -3.924 0.431 -0.103 0.544 0.08
H 1.656 -0.884 -4.088 -0.392 -0.098 -0.677 0.07
C -3.659 -4.471 -1.198 -0.740 0.973 1.841 -0.02
O -4.960 -4.457 -0.497 1.443 -1.577 -1.571 -0.21
P -5.358 -3.447 0.585 -0.452 2.159 0.799 0.30
O -5.392 -2.023 0.147 0.349 -1.195 0.651 -0.25
O -4.484 -3.807 1.879 -0.583 0.324 -0.828 -0.23
C -4.620 -3.006 3.078 -0.378 -1.572 0.736 -0.07
O -6.747 -4.049 1.003 -1.729 0.071 -0.222 -0.21
C -7.916 -3.785 0.158 0.677 1.654 1.858 -0.05
H -2.977 -3.877 -0.539 0.012 -0.934 -0.897 0.08
H -3.800 -4.001 -2.144 -0.046 0.554 -0.639 0.08
H -3.412 -5.507 -1.368 0.348 -0.158 0.369 0.09
H -3.938 -3.515 3.753 -0.006 0.224 0.299 0.07
H -5.649 -3.075 3.556 1.100 0.352 -1.024 0.12
H -4.228 -2.032 2.902 -0.188 0.918 -0.061 0.07
H -7.956 -2.733 -0.127 0.303 -0.031 -0.079 0.09
H -8.807 -3.971 0.719 -0.291 -0.301 0.711 0.08
H -7.937 -4.393 -0.674 0.348 -1.376 -1.850 0.06
C 3.997 4.360 0.543 -1.727 -1.046 -0.288 -0.06
O 3.905 3.738 -0.763 0.435 0.087 -0.486 -0.21
P 3.261 4.556 -1.952 -1.681 -0.614 -0.502 0.35
O 2.468 5.720 -1.571 -0.019 0.367 0.316 -0.21
O 4.352 4.976 -2.999 0.013 -0.593 0.432 -0.20
C 5.288 4.057 -3.552 1.109 -0.291 -1.046 -0.10
O 2.391 3.405 -2.669 -0.095 0.129 -0.706 -0.26
C 1.384 3.796 -3.699 2.104 0.710 0.836 -0.03
H 4.528 3.637 1.149 0.070 0.106 0.195 0.09
H 2.948 4.492 0.886 0.787 0.013 0.143 0.09
H 4.478 5.302 0.492 0.587 0.842 -0.015 0.08
H 6.198 4.030 -2.933 -0.225 0.271 -0.276 0.09
H 5.472 4.519 -4.540 0.420 -0.586 0.466 0.10
H 5.024 2.981 -3.703 -0.679 0.970 0.368 0.10
H 0.943 4.693 -3.326 -0.775 0.526 0.212 0.05
H 0.681 3.014 -3.878 -0.294 -0.692 0.262 0.07
H 1.899 4.065 -4.619 0.118 -0.228 -0.112 0.09
C 0.188 -7.490 0.991 -0.814 -1.071 0.190 -0.13
O 1.031 -6.387 1.061 0.587 1.804 0.719 -0.23
P 0.476 -4.942 1.546 -1.051 -2.154 0.682 0.45
O -0.410 -4.353 0.532 0.112 0.112 0.746 -0.22
O -0.168 -5.170 3.055 0.655 -0.188 -2.178 -0.23
C -1.539 -4.789 3.340 0.843 0.148 -0.217 -0.07
O 1.827 -4.231 1.835 -0.933 0.338 -1.150 -0.21
C 2.595 -4.438 2.979 0.696 0.983 0.034 -0.09
H 0.243 -8.018 1.952 -0.551 0.178 0.011 0.09
H 0.603 -8.224 0.283 -0.295 0.575 -0.206 0.08
H -0.851 -7.170 0.729 0.687 -0.591 0.127 0.10
H -1.809 -3.986 2.661 -0.232 0.337 0.447 0.07
H -1.520 -4.591 4.396 -0.164 0.848 0.286 0.08
H -2.240 -5.588 3.224 -0.207 -0.881 -0.528 0.08
H 3.267 -5.258 2.890 0.241 -0.899 -0.021 0.09
H 2.046 -4.371 3.875 -1.099 -0.718 1.011 0.07
H 3.140 -3.540 3.017 1.420 1.036 0.140 0.08
C -0.299 0.426 6.968 -0.215 0.030 -0.022 -0.07
O 0.380 -0.318 5.912 -0.237 0.571 0.455 -0.23
P -0.338 -1.589 5.290 -1.511 -0.587 -0.916 0.35
O -1.788 -1.514 4.923 1.917 0.471 0.529 -0.25
O 0.669 -1.923 4.124 0.017 0.193 -0.163 -0.24
C 0.820 -1.111 2.920 -1.993 -0.681 -0.969 -0.03
O -0.151 -2.821 6.269 0.778 -0.325 0.318 -0.23
C 1.071 -3.250 6.944 -0.893 1.002 0.449 -0.05
H -1.357 0.251 6.829 -0.448 -0.127 0.246 0.07
H -0.189 1.536 6.844 0.633 -1.201 0.070 0.09
H 0.022 0.002 7.947 -0.115 0.688 -0.648 0.10
H 1.314 -0.166 3.155 0.092 -0.231 -0.080 0.07
H -0.218 -0.889 2.391 2.266 -0.570 1.286 0.10
H 1.395 -1.803 2.270 -0.234 0.956 0.134 0.07
H 0.876 -4.258 7.313 0.049 0.232 -0.066 0.09
H 1.250 -2.547 7.778 -0.060 -0.494 -0.230 0.09
H 1.950 -3.229 6.318 0.084 -0.046 -0.552 0.07
C -2.524 3.685 3.888 1.980 1.293 -0.477 -0.07
C -1.613 3.089 4.919 0.252 -0.649 0.742 -0.27
N -0.194 3.374 4.696 0.126 -0.378 -0.029 -0.15
C 0.188 2.825 3.390 0.772 1.330 -1.034 -0.27
C 1.665 2.647 3.262 1.647 -1.318 1.428 -0.11
C 0.230 4.783 4.917 -1.753 0.214 -1.505 -0.27
C 0.080 5.307 6.308 -1.081 -0.498 1.729 -0.11
H -2.396 3.207 2.921 -0.038 -0.029 -0.115 0.06
H -2.212 4.736 3.808 -0.422 -0.074 -0.407 0.08
H -3.520 3.669 4.159 -2.155 -0.178 0.596 0.05
H -1.849 3.386 5.955 -0.175 0.020 -0.428 0.11
H -1.746 2.000 4.859 0.244 0.045 0.321 0.11
H -0.288 1.881 3.131 -0.363 -0.087 0.554 0.11
H -0.024 3.489 2.531 -0.731 0.213 0.262 0.11
H 2.023 2.243 2.325 -0.320 0.325 -0.750 0.05
H 2.263 3.535 3.518 -0.265 -0.255 -0.195 0.07
H 1.983 1.833 3.946 -0.013 0.558 0.193 0.07
H -0.424 5.479 4.360 0.192 -0.253 -0.583 0.10
H 1.198 4.916 4.471 0.591 -0.032 0.244 0.09
H 0.480 6.316 6.472 0.382 -0.373 -0.341 0.07
H 0.559 4.574 7.002 -0.542 0.771 -0.052 0.08
H -1.036 5.477 6.559 1.642 -0.745 -0.204 0.10
C 1.305 -7.332 -2.991 -1.559 1.327 -0.471 -0.10
C 2.570 -6.526 -3.012 -0.330 2.362 -0.470 -0.28
N 3.224 -6.435 -1.720 -1.310 -1.726 -0.133 -0.22
C 4.090 -5.356 -1.613 1.170 1.140 -0.227 -0.30
C 4.620 -5.221 -0.195 1.667 0.565 -1.380 -0.05
C 3.692 -7.729 -1.234 -1.542 -0.658 -1.431 -0.22
C 4.582 -8.496 -2.241 1.428 1.016 -0.030 -0.07
H 1.424 -8.385 -3.036 0.332 -1.086 0.281 0.05
H 0.712 -7.087 -3.907 0.349 -0.081 0.701 0.09
H 0.706 -7.027 -2.106 0.255 -0.364 -0.501 0.08
H 3.220 -6.884 -3.827 0.006 0.199 0.072 0.10
H 2.295 -5.425 -3.304 0.473 -1.905 0.508 0.15
H 3.481 -4.463 -1.848 0.629 -0.151 -0.096 0.11
H 4.935 -5.443 -2.352 -0.313 0.375 0.356 0.12
H 5.180 -6.116 0.087 -0.366 0.035 0.315 0.07
H 3.780 -4.979 0.420 -0.142 0.082 0.817 0.06
H 5.406 -4.436 -0.243 -0.801 -0.119 0.515 0.06
H 4.004 -7.665 -0.213 0.550 0.000 0.378 0.09
H 2.746 -8.287 -1.202 0.269 -0.259 0.272 0.09
H 4.355 -9.549 -2.277 -0.595 -0.233 -0.472 0.06
H 4.534 -7.949 -3.217 -0.152 -1.142 0.651 0.07
H 5.667 -8.529 -2.047 -0.228 0.460 0.439 0.07
C -3.846 8.147 -0.125 1.391 1.061 0.837 -0.09
C -2.435 7.915 -0.685 -0.942 -1.121 -0.579 -0.25
N -1.823 6.664 -0.184 1.095 1.673 0.555 -0.18
C -0.403 6.578 -0.643 -1.728 -1.303 1.899 -0.25
C 0.512 7.616 -0.061 -2.270 1.592 2.206 -0.09
C -2.693 5.568 -0.543 0.968 -0.398 -0.560 -0.26
C -2.182 4.116 -0.362 1.223 2.094 -1.226 -0.07
H -3.741 8.172 0.967 -0.536 0.008 -0.095 0.08
H -4.458 7.344 -0.448 -0.809 -0.546 -0.039 0.04
H -4.287 9.080 -0.495 0.223 -0.124 0.139 0.08
H -2.683 7.729 -1.743 0.700 0.395 -0.503 0.10
H -1.756 8.761 -0.591 -0.239 -0.117 0.153 0.10
H -0.137 5.560 -0.319 0.573 0.420 -0.252 0.10
H -0.377 6.609 -1.697 0.239 0.019 -1.656 0.09
H 1.470 7.420 -0.391 2.026 -0.102 -0.719 0.01
H 0.173 8.654 -0.320 0.591 -0.877 -0.138 0.07
H 0.506 7.648 1.078 -0.065 -0.455 -1.280 0.10
H -2.912 5.689 -1.607 -0.629 -0.152 -0.315 0.08
H -3.574 5.756 0.040 -0.566 -0.588 0.085 0.10
H -1.351 3.898 -1.097 -1.115 0.015 0.482 0.08
H -3.045 3.506 -0.495 -0.292 -0.946 0.035 0.07
H -1.714 4.062 0.588 0.106 -0.550 1.218 0.04
C -0.512 -2.056 -1.911 -0.793 -0.717 -1.344 -0.08
C 0.127 -1.547 -0.684 1.955 -0.111 0.448 -0.30
N -0.400 -0.378 -0.022 -1.185 -1.036 1.271 -0.14
C -1.818 -0.727 0.312 1.139 -0.435 0.591 -0.24
C -2.394 0.143 1.356 -0.584 0.172 0.297 -0.08
C -0.341 0.831 -0.787 -0.815 1.019 0.289 -0.26
C 0.995 1.518 -0.822 1.709 -2.975 0.807 -0.05
H 0.170 -2.804 -2.334 -0.343 -0.272 0.203 0.09
H -0.569 -1.319 -2.717 -0.394 0.171 0.150 0.05
H -1.498 -2.508 -1.696 0.416 0.204 -0.467 0.07
H 0.169 -2.384 0.016 -0.098 0.324 0.156 0.08
H 1.163 -1.389 -0.978 0.261 0.386 0.167 0.08
H -2.411 -0.570 -0.536 -1.016 -0.071 -1.731 0.10
H -1.927 -1.787 0.596 0.450 0.228 -0.176 0.12
H -2.150 1.128 1.063 0.432 1.432 0.234 0.04
H -3.474 0.143 1.299 -0.394 -0.424 0.294 0.08
H -2.043 -0.081 2.347 -0.006 0.057 0.544 0.05
H -0.928 1.636 -0.310 -0.449 -0.749 0.008 0.09
H -0.837 0.645 -1.752 0.421 0.417 -0.376 0.11
H 1.438 1.563 0.196 -0.653 0.210 -0.239 0.08
H 0.905 2.480 -1.204 0.126 1.509 -0.843 0.03
H 1.774 0.899 -1.329 -0.510 0.745 -0.322 0.08
C -2.196 5.180 -4.328 -0.755 0.537 0.146 -0.05
C -2.935 3.872 -4.035 2.458 0.010 0.235 -0.24
N -2.707 2.767 -4.948 1.018 0.215 -0.516 -0.20
C -3.632 2.668 -6.030 -0.484 -0.012 -2.385 -0.28
C -5.025 2.197 -5.622 0.499 -1.660 -1.325 -0.09
C -2.687 1.526 -4.234 1.710 -0.728 0.413 -0.27
C -2.024 0.385 -5.085 -1.055 1.704 -1.251 -0.06
H -2.326 5.924 -3.524 -0.162 -0.479 -0.054 0.05
H -2.678 5.648 -5.173 0.236 0.215 -0.628 0.06
H -1.122 5.133 -4.467 0.099 -0.505 -0.279 0.06
H -2.618 3.540 -3.053 0.021 -0.112 0.216 0.08
H -3.949 4.036 -3.967 -2.517 0.846 0.337 0.08
H -3.720 3.594 -6.605 -0.099 0.633 0.742 0.11
H -3.283 2.079 -6.939 0.139 -0.181 1.528 0.13
H -5.375 2.831 -4.846 -0.890 0.472 0.539 0.05
H -5.621 2.202 -6.547 -0.312 0.282 0.570 0.08
H -5.031 1.131 -5.268 -0.027 1.025 -0.294 0.08
H -3.706 1.296 -3.855 0.713 -0.453 0.077 0.11
H -2.015 1.722 -3.383 -0.395 -0.397 -0.019 0.09
H -1.165 0.789 -5.707 -1.259 -0.089 0.514 0.09
H -2.834 -0.024 -5.762 1.294 -0.103 0.687 0.08
H -1.539 -0.309 -4.449 -0.164 -1.174 0.602 0.01
```
Forces are in eV/Å.

**F_max**: 4.15 eV/Å
**Lowest unoccupied orbital energy**: 0.514 eV
**Gap between HOMO and LUMO**: 8.43 eV
**Net charge**: 0
**DFT total energy**: -5272.14312 a.u.
**HOMO energy**: -7.9 eV